1.
One molecule with the formula C4H3ClOS in a non-equilibrium geometry. Source: the Open Molecules 2025 dataset; level of theory: ωB97M-V/def2-TZVPD.

**Energy**: -1087.72874 Eh
**Molar mass**: 134.587 g mol⁻¹
**Energy above the lowest of the compared OMol25 structures with the same formula, charge and spin**: 58.8 kcal per mole
**Strongest force on any atom**: 4.80 eV Å⁻¹

XYZ file:
```
10
Properties=species:S:1:pos:R:3:nbo_charge:R:1
H 0.4607 2.1238 -0.2235 0.225
H 2.0837 0.5847 -0.2434 0.219
C 0.7774 -1.0489 0.2519 -0.422
C 1.2084 0.2306 0.1368 -0.181
Cl -2.5341 1.5145 0.0551 0.081
C -1.1114 0.6175 0.0459 -0.224
O -1.5496 -2.0694 -0.6974 -0.913
C 0.1110 1.1216 -0.0710 -0.274
H 1.5486 -1.7672 0.3105 0.233
S -0.9946 -1.3073 0.4352 1.257
```



2.
One molecule with the formula C4H3ClS in a non-equilibrium geometry. Source: the Open Molecules 2025 dataset; level of theory: ωB97M-V/def2-TZVPD.

**Energy**: -1012.46719 Eh
**Molar mass**: 118.588 g mol⁻¹
**SMILES**: C#C[C@@H](Cl)C=S
**Energy above the lowest of the compared OMol25 structures with the same formula, charge and spin**: 22.5 kcal per mole
**Strongest force on any atom**: 4.56 eV Å⁻¹

XYZ file:
```
9
Properties=species:S:1:pos:R:3:nbo_charge:R:1
S -0.5429 2.4201 -1.2674 0.133
C -0.1725 1.4096 -0.0525 -0.273
H -0.6783 -0.0008 -1.3611 0.256
H 2.1496 -2.1609 0.9027 0.223
C -0.4643 0.0267 -0.3550 -0.328
C 0.4330 -1.0124 0.1904 -0.025
H -0.0182 1.7193 1.0055 0.231
Cl -1.9888 -0.5932 0.3994 -0.027
C 1.2823 -1.8085 0.5378 -0.190
```



3.
C4H3CoLi2O2 as an isolated structure in a non-equilibrium geometry. Source: the Open Molecules 2025 dataset; level of theory: ωB97M-V/def2-TZVPD.

**Energy**: -1702.30952 Eh
**Molar mass**: 155.881 g mol⁻¹
**Energy above the lowest of the compared OMol25 structures with the same formula, charge and spin**: 0.0 kcal per mole
**Spin multiplicity**: 5
**Strongest force on any atom**: 4.72 eV Å⁻¹

XYZ file:
```
12
Properties=species:S:1:pos:R:3:mulliken_spin:R:1
O -2.0799 0.3450 -1.0862 0.034
Li 1.5098 -3.0223 1.4220 0.006
O 2.0050 -1.6683 0.4149 0.026
H 2.2488 0.5118 0.6064 0.002
Co -0.4096 -0.3036 -1.8843 3.765
H -0.0771 -0.7504 0.8201 0.017
C -1.3548 1.4565 -0.6285 0.007
H -1.8594 2.4072 -0.8526 -0.004
C 1.7211 -0.4446 0.1529 0.084
Li -2.0248 -0.0396 0.6874 0.007
C -0.1434 1.4063 -0.0047 0.084
C 0.4643 0.1021 0.3525 -0.028
```



4.
C4H3CoLi2O2 as an isolated structure in a non-equilibrium geometry. Source: the Open Molecules 2025 dataset; level of theory: ωB97M-V/def2-TZVPD.

**Net charge**: +1
**Energy**: -1701.97476 Eh
**Molar mass**: 155.881 g mol⁻¹
**Energy above the lowest of the compared OMol25 structures with the same formula, charge and spin**: 34.6 kcal per mole
**Spin multiplicity**: 6
**Strongest force on any atom**: 4.24 eV Å⁻¹

XYZ file:
```
12
Properties=species:S:1:pos:R:3:mulliken_spin:R:1
C -0.8390 -0.2758 -0.5917 0.094
O -1.3748 1.4766 0.8823 0.070
C 0.1640 -1.3472 -0.0373 0.941
O 2.3909 -0.5553 -1.0303 0.138
H -2.0261 -0.1559 -0.7563 -0.004
C -0.8196 1.1489 -0.2390 0.276
Li 0.3015 0.7468 1.9921 0.113
Co 1.5244 1.6473 -0.5197 3.398
H -0.0633 -0.0619 -1.3128 -0.011
H 2.1156 -1.9895 0.3789 0.013
Li -2.8890 0.6791 1.4879 -0.009
C 1.5154 -1.3131 -0.2539 -0.019
```